Entry 1:
DFT (ωB97M-V/def2-TZVPD) results for a molecular structure, C17H18AuF6N4O5Sb at a distorted geometry.

```
52
Properties=species:S:1:pos:R:3:forces:R:3
Au 1.365 -0.658 0.158 0.2 -0.1 0.2
N 4.681 -1.151 2.748 0.0 0.0 0.0
C 5.252 -2.022 1.854 0.0 0.0 0.0
C 4.407 -2.100 0.789 0.0 0.0 0.1
N 3.333 -1.284 1.028 -0.2 0.1 0.0
C 3.525 -0.729 2.216 0.0 0.0 0.0
C 2.510 0.152 2.739 0.0 -0.1 0.0
N 1.406 0.306 2.036 0.1 0.0 0.0
C 0.589 1.177 2.720 0.0 0.0 0.0
C 1.226 1.542 3.861 0.0 0.0 0.0
N 2.440 0.886 3.858 0.0 0.0 0.0
H 5.070 -0.893 3.640 0.0 0.0 0.0
H 6.192 -2.509 2.043 0.0 0.0 0.0
H 4.512 -2.688 -0.098 0.0 0.0 0.0
H -0.374 1.466 2.342 0.0 0.0 0.0
H 0.930 2.197 4.660 0.0 0.0 0.0
H 3.144 0.965 4.573 0.0 0.0 0.0
F 1.845 -3.326 -0.543 0.0 0.2 -0.7
Sb 2.879 -3.910 -2.123 -0.2 -0.7 0.4
F 2.013 -3.132 -3.621 -0.5 0.2 0.3
F 3.766 -2.242 -1.952 0.1 0.0 0.0
F 4.051 -4.697 -3.350 0.1 0.1 0.0
F 3.964 -4.702 -0.784 0.1 0.1 0.0
F 1.610 -5.295 -2.182 0.0 0.0 0.0
O -2.322 -0.416 -0.539 0.2 0.0 -0.3
C -1.705 0.685 -0.141 0.1 0.7 0.4
O -0.487 0.761 0.072 -0.1 -0.6 -0.6
C -2.577 1.841 0.068 -0.2 -0.2 0.0
C -2.004 3.109 0.100 0.0 0.0 0.1
C -2.791 4.248 0.258 0.0 0.0 0.0
C -4.144 4.050 0.396 0.0 -0.1 0.1
O -5.102 4.979 0.571 0.0 0.0 0.0
C -6.338 4.272 0.740 -0.2 0.0 0.1
O -6.059 2.883 0.562 0.0 0.0 -0.1
C -4.718 2.779 0.380 0.0 0.0 0.1
C -3.970 1.653 0.202 0.0 0.0 -0.1
H -0.933 3.201 -0.012 0.0 0.0 0.0
H -2.364 5.240 0.270 0.0 0.0 0.0
H -7.060 4.605 -0.003 0.1 0.0 -0.1
H -6.722 4.445 1.747 0.1 0.0 0.0
H -4.418 0.670 0.171 0.0 0.0 0.0
C -0.860 -2.705 -2.633 -0.8 0.5 1.3
C -0.215 -1.353 -2.509 2.6 -1.0 -2.8
C -0.424 -0.386 -3.651 -0.8 0.4 0.8
O 0.872 -1.233 -1.917 -1.1 0.7 1.2
H -1.945 -2.639 -2.737 0.0 0.0 -0.2
H -0.602 -3.341 -1.787 0.1 -0.1 -0.1
H -0.436 -3.133 -3.539 0.1 0.0 -0.1
H -1.673 -1.059 -0.860 -0.1 -0.2 0.4
H 0.135 -0.818 -4.483 0.0 -0.1 0.0
H -0.003 0.588 -3.411 0.0 0.0 0.0
H -1.474 -0.283 -3.925 0.0 -0.1 -0.1
```
Forces are in eV/Å.

Calculated values
2S+1	2
calculated total energy	-60649.69802	eV
<S²>	0.7536
relative energy (zero: lowest compared OMol25 entry of this formula, charge and spin)	1.671	eV
total charge	+1
HOMO level (spin up / spin down)	-0.4186 / -0.4185	Ha

Population analysis type Löwdin, resulting atomic charges in e:
1. Au 1.231
2. N 0.138
3. C -0.012
4. C -0.067
5. N 0.039
6. C -0.260
7. C -0.241
8. N -0.017
9. C -0.067
10. C -0.029
11. N 0.146
12. H 0.172
13. H 0.135
14. H 0.072
15. H 0.109
16. H 0.130
17. H 0.175
18. F -0.424
19. Sb 1.397
20. F -0.346
21. F -0.365
22. F -0.341
23. F -0.359
24. F -0.348
25. O 0.162
26. C -0.432
27. O -0.052
28. C -0.145
29. C -0.005
30. C 0.041
31. C -0.198
32. O 0.068
33. C -0.091
34. O 0.057
35. C -0.194
36. C 0.093
37. H 0.123
38. H 0.130
39. H 0.145
40. H 0.144
41. H 0.139
42. C 0.003
43. C -0.463
44. C 0.016
45. O -0.120
46. H 0.100
47. H 0.093
48. H 0.110
49. H 0.096
50. H 0.115
51. H 0.095
52. H 0.095

=====

Entry 2:
DFT (ωB97M-V/def2-TZVPD) results for 9 unconnected molecules or ions with the total composition H19O9 at a distorted geometry.

```
28
Properties=species:S:1:pos:R:3:forces:R:3
O 0.043 -0.011 0.347 5.7 1.2 -2.9
H -0.390 -0.388 -0.355 -2.5 -1.3 -4.2
H 0.656 -0.683 0.572 2.1 -1.6 1.1
H -0.595 0.112 0.947 -4.9 0.7 4.8
O 0.493 2.408 1.549 0.9 1.8 -7.6
H 0.598 2.394 2.397 0.4 -0.4 8.4
H 1.130 3.142 1.336 -1.1 -0.9 -0.5
O -1.623 -1.339 -1.912 -1.7 1.0 -0.9
H -2.274 -0.794 -2.461 1.5 -0.8 1.1
H -2.121 -2.163 -1.827 0.3 -0.2 0.2
O 1.882 -0.248 2.271 -3.1 -0.6 0.4
H 2.766 -0.214 2.107 4.3 -0.8 -0.9
H 1.830 0.633 2.600 -1.0 1.2 0.6
O -1.915 1.343 0.972 -0.9 0.5 3.6
H -1.089 1.797 0.979 1.3 1.6 -1.4
H -1.920 1.413 2.002 -1.2 -0.4 -2.4
O 1.973 -1.941 -0.294 -3.1 -2.3 -3.1
H 2.097 -2.681 -1.026 0.4 2.6 2.7
H 2.680 -1.621 0.203 2.5 -0.2 0.5
O 0.707 -1.325 -3.581 1.5 2.1 -0.1
H 0.966 -0.384 -3.367 0.0 -1.4 -0.9
H 0.059 -1.390 -2.903 -1.4 -0.8 0.8
O -1.770 -1.007 1.723 -1.6 0.2 -0.1
H -2.641 -0.632 1.977 0.6 -0.3 -0.7
H -1.460 -1.311 2.548 0.8 -1.1 1.6
O -0.167 1.435 -1.999 -0.2 -0.1 0.0
H -0.704 1.900 -2.672 1.0 -0.2 0.4
H 0.788 1.553 -2.133 -0.7 0.4 -0.4
```
Forces are in eV/Å.

Calculated values
calculated total energy	-18727.05081	eV
relative energy (zero: lowest compared OMol25 entry of this formula, charge and spin)	4.634	eV
total charge	+1
HOMO level	-0.5020	Ha

Population analysis type Löwdin, resulting atomic charges in e:
1. O 0.266
2. H 0.063
3. H 0.080
4. H -0.011
5. O 0.038
6. H -0.041
7. H 0.134
8. O -0.061
9. H 0.116
10. H 0.072
11. O 0.037
12. H 0.011
13. H 0.034
14. O -0.067
15. H -0.028
16. H 0.123
17. O -0.053
18. H 0.154
19. H -0.005
20. O -0.064
21. H 0.042
22. H -0.055
23. O -0.020
24. H 0.096
25. H 0.051
26. O -0.050
27. H 0.080
28. H 0.059